1) This record from OMol25 describes a single C6H16N2O molecule. The level of theory is ωB97M-V/def2-TZVPD.

Summary:
SMILES = C[C@@H](N)[C@@](C)(N)CCO
multiplicity = 1
HOMO = -9.139 eV
LUMO level = 0.0346 Ha
total charge = 0

Atoms and positions in Å:
C 2.17722 0.80164 1.15535
C 0.67786 0.47788 1.19741
N -0.13342 1.62904 1.57504
C 0.12589 -0.13219 -0.12334
C 0.13710 0.89427 -1.26782
N 0.92042 -1.31561 -0.44101
C -1.31429 -0.59468 0.17815
C -2.13076 -1.08637 -1.01746
O -1.60076 -2.23811 -1.63957
H 2.76101 -0.09790 0.98640
H 2.47983 1.22561 2.11230
H 2.40587 1.52846 0.37795
H 0.52752 -0.28363 1.97135
H 0.06897 2.40902 0.95819
H 0.10374 1.92132 2.51677
H -0.60272 1.67170 -1.09823
H 1.11884 1.35338 -1.36491
H -0.08903 0.39684 -2.20864
H 0.47030 -1.81031 -1.20574
H 1.84119 -1.04093 -0.76527
H -1.84123 0.23957 0.64052
H -1.24804 -1.40391 0.90992
H -3.15713 -1.28853 -0.67589
H -2.18262 -0.32964 -1.80142
H -1.51576 -2.92695 -0.97003


2) This record from OMol25 describes a molecular structure, C6H16N2O. The level of theory is ωB97M-V/def2-TZVPD.

Summary:
multiplicity = 1
HOMO = -7.273 eV
LUMO level = 0.0268 Ha
total charge = 0

Atoms and positions in Å:
C 1.15692 -1.47564 -0.49617
C -0.98469 0.50407 0.21660
C 0.28397 -0.07351 0.72729
C -0.86553 1.97287 -0.20307
C 0.59044 -2.76790 0.07529
C -0.62463 2.92005 0.96886
N 2.55043 -1.38066 -0.30659
N -1.49015 -0.29821 -1.05188
O 0.77822 -1.16606 -1.71154
H -0.44527 -0.74380 -1.60928
H -1.82535 0.38961 0.91133
H 2.94593 -0.61954 -0.84448
H 2.83253 -1.31918 0.66383
H -1.89327 0.26730 -1.79934
H -2.20530 -0.95539 -0.74741
H 1.12166 0.62007 0.69105
H 0.19436 -0.42525 1.75332
H -0.04433 2.04190 -0.92351
H -1.77819 2.28202 -0.72457
H 0.81551 -2.86452 1.13870
H -0.48533 -2.79444 -0.06155
H 1.05066 -3.60562 -0.45687
H 0.30783 2.68688 1.48095
H -0.54963 3.94859 0.61349
H -1.43683 2.85635 1.69555


Which is the most stable structure? 1) is the most stable.


1) This record from OMol25 describes a single C6H16N2O molecule. The level of theory is ωB97M-V/def2-TZVPD.

Summary:
SMILES = CC[C@](C)(O)[C@H](N)CN
multiplicity = 1
HOMO = -7.703 eV
LUMO level = 0.0300 Ha
total charge = 0

Atoms and positions in Å:
C -2.70763 1.43081 -0.78610
C -1.26182 1.08399 -1.07212
C -0.57092 -0.13159 0.13332
C -0.85483 -1.52921 -0.34202
O -1.20207 0.06891 1.35532
C 0.80373 0.37802 0.05850
N 1.50506 0.17423 -1.15712
C 1.61521 -0.66407 1.37138
N 3.01889 -0.78381 1.01187
H -3.12940 2.08807 -1.55129
H -3.32782 0.53567 -0.73840
H -2.79038 1.96181 0.16535
H -0.67723 1.99348 -1.21689
H -1.17694 0.53342 -2.00802
H -1.57875 -1.55741 -1.15368
H -0.05326 -2.13991 -0.75238
H -1.26590 -2.20156 0.40832
H -1.02786 0.96381 1.67021
H 0.88973 1.40464 0.42514
H 1.80344 -0.80439 -1.19631
H 2.34506 0.73896 -1.17994
H 1.23491 -1.67213 1.55393
H 1.44404 -0.07508 2.27831
H 3.36538 -1.70694 1.24743
H 3.59937 -0.08972 1.47520


2) This record from OMol25 describes 2 unconnected molecules or ions with the total composition C6H16N2O. The level of theory is ωB97M-V/def2-TZVPD.

Summary:
multiplicity = 1
HOMO = -7.669 eV
LUMO level = 0.0186 Ha
total charge = 0

Atoms and positions in Å:
C -0.44525 0.46888 -1.57336
C -0.16189 -0.41082 -2.74056
C -0.02054 1.90023 -1.59294
N 1.14734 -0.16296 -0.31257
H -1.44051 0.34177 -1.17920
H 1.63225 -0.92086 -0.78295
H 1.84148 0.49208 0.04215
H -0.85256 -0.13880 -3.54959
H 0.97797 2.03277 -2.01105
H 0.86076 -0.30085 -3.10241
H -0.35544 -1.44805 -2.47321
H -0.74788 2.45302 -2.20348
H -0.05457 2.30773 -0.58274
C -1.32857 0.52342 2.37476
C 0.88589 -1.81576 1.62287
N -0.05878 0.50175 1.66061
C 0.17486 -0.69869 0.82110
O -0.88459 -1.12373 0.17881
H 0.71298 0.65217 2.30096
H -1.49237 1.52782 2.77245
H -1.38699 -0.19478 3.20517
H -2.13458 0.30519 1.67722
H 1.80772 -1.46759 2.09718
H 1.11799 -2.64716 0.95559
H 0.20525 -2.17678 2.39518


Which is the most stable structure? 1) is the most stable.


1) This record from OMol25 describes 6 unconnected molecules or ions with the total composition C24H66N6O6. The level of theory is ωB97M-V/def2-TZVPD.

Summary:
SMILES = COC[C@H](C)N.COC[C@H](C)N.COC[C@H](C)N.COC[C@H](C)N.COC[C@H](C)N.COC[C@H](C)N
multiplicity = 1
HOMO = -8.924 eV
LUMO level = 0.0228 Ha
total charge = 0

Atoms and positions in Å:
C -3.66766 -6.05169 3.03203
O -4.17237 -5.48600 1.84906
C -5.56274 -5.32397 1.78974
C -5.99761 -3.85363 1.78728
C -5.91596 -3.28589 3.21724
N -7.41506 -3.79199 1.38575
H -4.17341 -5.67600 3.92614
H -2.61711 -5.79156 3.16633
H -3.72499 -7.14343 3.00815
H -5.92935 -5.79179 0.86839
H -6.08624 -5.80325 2.62468
H -5.40528 -3.21031 1.13058
H -4.94596 -3.66903 3.56672
H -6.61239 -3.74039 3.91937
H -5.85626 -2.20059 3.25009
H -7.82741 -2.93380 1.71411
H -7.55289 -3.94248 0.39677
C 5.64615 -1.22056 -6.67717
O 4.93876 -0.19952 -6.03110
C 4.52462 -0.60600 -4.74551
C 3.73256 0.48418 -4.06310
C 3.30013 0.07157 -2.65733
N 2.62938 0.94280 -4.93523
H 5.56649 -1.10396 -7.76054
H 5.31383 -2.24068 -6.46267
H 6.72365 -1.19118 -6.47133
H 3.90817 -1.52057 -4.74774
H 5.38722 -0.93856 -4.15202
H 4.37974 1.35985 -3.90375
H 2.97719 -0.97120 -2.74827
H 2.44535 0.64088 -2.29416
H 4.09896 0.13669 -1.92125
H 2.49001 1.93793 -4.80003
H 2.99865 0.88819 -5.88349
C -1.25333 5.81659 2.17886
O 0.11097 6.14304 2.30469
C 0.94911 5.29876 1.57494
C 2.41889 5.47117 1.93632
C 2.86588 6.89302 1.53385
N 3.26215 4.50919 1.19037
H -1.40855 4.74576 2.35336
H -1.61064 6.03752 1.16734
H -1.80439 6.39423 2.91419
H 0.67062 4.23602 1.66332
H 0.87088 5.49429 0.49078
H 2.56907 5.35510 3.01246
H 2.47316 7.58703 2.27781
H 2.57854 7.12844 0.50946
H 3.95477 6.97288 1.59003
H 3.57316 5.00202 0.36128
H 2.70320 3.72461 0.85908
C -2.72278 -1.74267 2.25622
O -1.75990 -0.73829 2.03302
C -1.47037 -0.62503 0.65836
C -0.35730 0.39224 0.38629
C 0.93574 -0.37221 0.69512
N -0.28683 1.47678 1.39579
H -3.08128 -1.72776 3.28482
H -2.30793 -2.75229 2.15358
H -3.53511 -1.58000 1.54348
H -1.22730 -1.58493 0.19565
H -2.39115 -0.26924 0.16059
H -0.35942 0.77616 -0.63075
H 1.81160 0.17202 0.33522
H 1.08035 -1.32490 0.16552
H 0.99041 -0.65087 1.74528
H -0.50663 0.98540 2.26300
H -1.11870 2.06667 1.29411
C -0.72089 1.54950 5.02494
O 0.37453 1.03082 4.34103
C 1.61883 1.32950 4.94756
C 2.73398 0.51889 4.27836
C 4.02519 0.67591 5.09474
N 3.01464 0.92177 2.90210
H -0.70920 2.64414 5.10455
H -0.91665 1.05103 5.98173
H -1.62885 1.36718 4.43566
H 1.90175 2.38932 4.95502
H 1.53107 0.95100 5.97717
H 2.41533 -0.52068 4.40024
H 3.83271 0.69192 6.17554
H 4.55941 1.60750 4.90418
H 4.69957 -0.17377 4.99052
H 2.12687 1.24296 2.50887
H 3.57517 1.76997 2.88670
C -1.41096 -3.15348 -6.81023
O -0.89601 -1.86557 -6.87898
C -1.29360 -1.03806 -5.79919
C -0.79963 -1.48184 -4.41903
C -1.38596 -0.58549 -3.32503
N 0.66725 -1.41791 -4.32608
H -2.50220 -3.19050 -6.95846
H -1.25451 -3.75198 -5.90564
H -1.02661 -3.78117 -7.61623
H -0.90924 -0.04798 -6.04718
H -2.39301 -0.97117 -5.79614
H -1.05172 -2.52484 -4.21477
H -0.99987 0.41589 -3.54160
H -0.95446 -0.94687 -2.39577
H -2.46844 -0.55288 -3.43651
H 1.03349 -1.78334 -5.21052
H 0.99705 -0.45459 -4.45880


2) This record from OMol25 describes 6 unconnected molecules or ions with the total composition C24H66N6O6. The level of theory is ωB97M-V/def2-TZVPD.

Summary:
SMILES = COC[C@H](C)N.COC[C@H](C)N.COC[C@H](C)N.COC[C@H](C)N.COC[C@H](C)N.COC[C@H](C)N
multiplicity = 1
HOMO = -9.035 eV
LUMO level = 0.0186 Ha
total charge = 0

Atoms and positions in Å:
C -3.83491 -0.55419 5.12076
O -3.35377 -0.88232 3.82803
C -4.37049 -0.74223 2.81979
C -3.80349 -1.35475 1.55657
C -4.77880 -1.25204 0.39577
N -3.64539 -2.80896 1.82846
H -4.17594 0.48124 5.03287
H -3.11319 -0.66544 5.92684
H -4.66692 -1.19901 5.42316
H -5.32476 -1.09444 3.21257
H -4.46066 0.34567 2.68423
H -2.79388 -0.97255 1.40036
H -4.81145 -0.24151 -0.02531
H -5.79331 -1.52071 0.68800
H -4.49599 -1.90129 -0.43378
H -2.79439 -2.81076 2.39981
H -3.40768 -3.41185 1.05033
C -2.26519 5.50563 1.12673
O -1.82881 6.81853 0.93018
C -2.70601 7.58377 0.16264
C -2.10978 8.96838 -0.12616
C -2.11435 9.85657 1.11823
N -2.92637 9.74074 -1.08965
H -2.52758 5.02801 0.17138
H -3.16996 5.50165 1.74906
H -1.46943 4.92144 1.58444
H -2.90549 7.06134 -0.78590
H -3.70046 7.71020 0.61197
H -1.07768 8.92430 -0.48894
H -1.61596 9.47079 2.00435
H -3.16222 10.07269 1.35151
H -1.78136 10.85976 0.84140
H -2.40893 10.59673 -1.26273
H -2.94149 9.30289 -2.00930
C 3.10427 -3.27398 5.67430
O 2.25781 -3.48640 4.56133
C 0.88943 -3.21973 4.77996
C 0.11490 -3.63535 3.52563
C 0.57142 -2.88778 2.27203
N -1.32751 -3.51790 3.60482
H 3.95633 -2.71752 5.28443
H 3.55063 -4.19626 6.06757
H 2.59595 -2.84516 6.53865
H 0.61304 -3.90103 5.59480
H 0.64874 -2.16435 4.95718
H 0.44552 -4.63895 3.23534
H 1.59805 -3.08240 1.96297
H 0.40686 -1.80412 2.26057
H -0.03499 -3.26979 1.44420
H -1.52902 -2.52972 3.74521
H -1.73645 -4.06205 4.35392
C -1.38137 1.68731 1.00683
O -0.22334 1.51024 0.20823
C -0.44637 1.55015 -1.18962
C 0.82420 1.01126 -1.85459
C 0.74144 1.18497 -3.36183
N 0.97352 -0.44223 -1.53314
H -2.14786 2.36066 0.61260
H -1.10588 2.14254 1.95788
H -1.76103 0.67528 1.13848
H -1.37958 1.01793 -1.40527
H -0.57946 2.56531 -1.59171
H 1.62518 1.49342 -1.29075
H 0.65015 2.23978 -3.61855
H -0.20309 0.71820 -3.66393
H 1.51942 0.64176 -3.89314
H 0.14139 -0.85381 -1.95891
H 0.77148 -0.47992 -0.53391
C 2.96094 -4.99940 -3.61594
O 1.66570 -5.01050 -3.07049
C 1.16224 -3.71188 -2.84332
C -0.29981 -3.92463 -2.42102
C -1.07352 -4.79529 -3.39601
N -0.98214 -2.62122 -2.19381
H 2.86712 -4.49232 -4.58861
H 3.44929 -5.93110 -3.90746
H 3.66938 -4.48702 -2.95819
H 1.66157 -3.22519 -2.00175
H 1.25767 -3.11274 -3.75550
H -0.30609 -4.37740 -1.42799
H -0.94998 -4.42859 -4.41849
H -2.14917 -4.83142 -3.20935
H -0.72856 -5.82745 -3.33112
H -1.33748 -2.31311 -3.10326
H -1.88277 -2.82821 -1.76317
C 5.42062 -2.36777 -4.58119
O 5.66321 -1.20494 -3.86033
C 4.69310 -1.03621 -2.83356
C 4.85210 0.34427 -2.17027
C 6.31199 0.53480 -1.73452
N 4.01712 0.41020 -0.95752
H 5.99631 -2.39151 -5.50885
H 4.39124 -2.58450 -4.89626
H 5.71357 -3.27229 -4.02743
H 3.68886 -1.07653 -3.27362
H 4.69279 -1.84330 -2.09348
H 4.56917 1.10574 -2.90429
H 6.52952 1.37359 -1.06865
H 6.99033 0.64490 -2.58263
H 6.63535 -0.33433 -1.15700
H 3.96247 1.42092 -0.85814
H 3.08024 0.06583 -1.17606


Which is the most stable structure? 1) is the most stable.


1) This record from OMol25 describes a single C3H4ClFO molecule. The level of theory is ωB97M-V/def2-TZVPD.

Summary:
SMILES = O=CC[C@@H](F)Cl
multiplicity = 1
HOMO = -10.180 eV
LUMO level = 0.0230 Ha
total charge = 0

Atoms and positions in Å:
O -1.48533 1.02137 1.46121
C -1.63518 0.40086 0.42555
C -0.81895 -0.91837 0.34260
C 0.43787 -0.72820 -0.49073
F 0.06462 -0.41158 -1.78197
Cl 1.55138 0.40122 0.15078
H -2.15239 0.86736 -0.51280
H -1.30329 -1.76251 -0.10259
H -0.50295 -1.23854 1.34388
H 0.98370 -1.67948 -0.60821


2) This record from OMol25 describes a single C3H4ClFO molecule. The level of theory is ωB97M-V/def2-TZVPD.

Summary:
SMILES = O=C(CF)CCl
multiplicity = 1
HOMO = -10.462 eV
LUMO level = 0.0138 Ha
total charge = 0

Atoms and positions in Å:
O -1.10055 1.30074 -0.56647
C -0.35221 0.42133 -0.13689
C -0.94237 -0.89987 0.05832
F -2.18668 -0.86979 -0.49158
C 1.08009 0.76710 0.07611
Cl 2.29802 -0.52710 -0.45661
H -0.37012 -1.72294 -0.36410
H -0.90892 -1.06568 1.19009
H 1.21670 0.88298 1.15792
H 1.26603 1.71322 -0.46679


Which is the most stable structure? 1) is the most stable.


1) This record from OMol25 describes 2 unconnected molecules or ions with the total composition C4H9BrN. The level of theory is ωB97M-V/def2-TZVPD.

Summary:
multiplicity = 1
HOMO = -13.750 eV
LUMO level = -0.1326 Ha
total charge = +1

Atoms and positions in Å:
C 1.17362 -0.15785 -1.61859
C 0.65121 -1.09401 -0.59361
C -1.19205 0.36039 1.71850
C 0.13548 1.18176 0.17664
N 0.00931 0.17137 -0.84703
Br -0.36517 3.05586 -0.21621
H 2.03085 0.55767 -1.58991
H 0.88085 -0.59044 -2.60571
H 0.09550 -2.05926 -0.92438
H 1.13396 -1.06339 0.45976
H -0.56198 -0.55955 2.05675
H -1.36630 1.18706 2.33705
H -2.03056 0.11230 1.00482
H 1.09422 1.19477 0.56955
H -0.90961 0.15831 -1.35990


2) This record from OMol25 describes 2 unconnected molecules or ions with the total composition C4H9BrN. The level of theory is ωB97M-V/def2-TZVPD.

Summary:
multiplicity = 1
HOMO (alpha / beta) = -13.238 / -12.597 eV
LUMO level (alpha / beta) = -0.1588 / -0.1667 Ha
total charge = +1

Atoms and positions in Å:
C -2.21743 -0.39263 -1.08765
C -1.83655 -0.68997 0.09539
C 1.40321 0.37364 -0.93843
C 0.43886 0.54621 0.17839
N 1.03791 0.08119 1.44915
Br -2.12801 -1.81532 1.53803
H -3.03446 -0.85426 -1.54633
H -1.75083 0.31613 -1.67360
H 1.04398 0.75204 -1.90372
H 2.28229 0.97358 -0.71143
H 1.58162 -0.72232 -0.91295
H -0.15978 1.55580 0.17929
H 1.47861 0.78343 2.12571
H 1.71918 -0.72824 1.26678
H 0.14143 -0.17930 1.94137


Which is the most stable structure? 1) is the most stable.